Entry from the OMol25 dataset: a structure of composition C45H48As2CdN7O4 (ωB97M-V/def2-TZVPD).

Computed properties:
Net charge   +1
LUMO   -0.0950 Ha
F_max   1.6 eV/A
DFT total energy   -7066.9310 hartree
Gap between HOMO and LUMO   7.84 eV
Energy above the lowest of the compared OMol25 structures with the same formula, charge and spin   130.39 kJ/mol

CARTESIAN COORDINATES (ANGSTROEM)
Cd (0.971, -0.220, -0.365)
O (-2.313, 1.013, -2.246)
C (-1.100, 0.943, -2.145)
N (-0.351, -0.190, -2.071)
C (-0.657, -1.243, -2.854)
O (-1.410, -1.213, -3.816)
C (0.029, -2.536, -2.506)
C (-0.009, -3.560, -3.451)
C (0.516, -4.798, -3.126)
C (1.060, -4.962, -1.861)
C (1.052, -3.885, -0.987)
N (0.538, -2.696, -1.286)
C (-0.246, 2.171, -2.087)
C (-0.387, 3.138, -3.077)
C (0.473, 4.222, -3.068)
C (1.375, 4.340, -2.020)
C (1.423, 3.335, -1.070)
N (0.664, 2.247, -1.117)
H (-0.457, -3.363, -4.413)
H (0.501, -5.607, -3.842)
H (1.480, -5.908, -1.558)
H (1.487, -3.980, -0.003)
H (-1.142, 3.016, -3.837)
H (0.437, 4.966, -3.848)
H (2.034, 5.188, -1.938)
H (2.108, 3.414, -0.231)
C (1.547, 2.704, 3.017)
C (0.227, 2.358, 3.708)
As (-1.064, 1.238, 2.691)
C (-2.053, 2.726, 1.896)
C (-1.324, 3.619, 1.125)
C (-1.920, 4.742, 0.588)
C (-3.259, 4.994, 0.829)
C (-4.004, 4.100, 1.579)
C (-3.405, 2.966, 2.101)
C (-2.331, 0.942, 4.195)
C (-2.961, -0.294, 4.314)
C (-3.870, -0.543, 5.329)
C (-4.151, 0.442, 6.261)
C (-3.536, 1.679, 6.153)
C (-2.641, 1.927, 5.128)
As (2.268, 1.352, 1.700)
C (3.171, 0.170, 2.972)
C (2.496, -0.374, 4.063)
C (3.118, -1.277, 4.907)
C (4.423, -1.670, 4.657)
C (5.102, -1.142, 3.572)
C (4.484, -0.225, 2.740)
C (3.874, 2.346, 1.175)
C (4.618, 3.097, 2.081)
C (5.769, 3.750, 1.679)
C (6.188, 3.662, 0.362)
C (5.464, 2.908, -0.545)
C (4.315, 2.251, -0.140)
H (2.303, 2.899, 3.786)
H (1.432, 3.636, 2.446)
H (-0.276, 3.288, 3.991)
H (0.427, 1.808, 4.633)
H (-0.275, 3.421, 0.950)
H (-1.336, 5.426, -0.010)
H (-3.724, 5.885, 0.435)
H (-5.051, 4.290, 1.765)
H (-3.993, 2.271, 2.692)
H (-2.717, -1.074, 3.594)
H (-4.351, -1.508, 5.402)
H (-4.846, 0.248, 7.064)
H (-3.754, 2.453, 6.874)
H (-2.196, 2.911, 5.047)
H (1.464, -0.084, 4.261)
H (2.587, -1.665, 5.766)
H (4.896, -2.399, 5.297)
H (6.116, -1.445, 3.366)
H (5.021, 0.167, 1.886)
H (4.314, 3.158, 3.119)
H (6.340, 4.321, 2.397)
H (7.090, 4.168, 0.053)
H (5.795, 2.827, -1.570)
H (3.757, 1.638, -0.842)
N (1.109, -1.746, 1.573)
N (2.389, -2.286, 1.293)
C (3.317, -1.754, 0.346)
O (4.406, -2.282, 0.358)
O (2.919, -0.812, -0.407)
H (1.126, -1.210, 2.451)
H (0.456, -2.523, 1.686)
H (2.854, -2.780, 2.047)
C (-3.634, -3.037, 1.225)
C (-2.293, -2.408, 0.762)
N (-2.530, -1.504, -0.336)
C (-3.142, -2.186, -1.456)
C (-4.508, -2.778, -1.032)
N (-4.716, -2.442, 0.400)
C (-4.743, -0.966, 0.573)
C (-3.377, -0.415, 0.095)
H (-3.836, -2.816, 2.274)
H (-3.647, -4.119, 1.084)
H (-1.588, -3.177, 0.440)
H (-1.836, -1.828, 1.571)
H (-2.476, -2.977, -1.799)
H (-3.252, -1.469, -2.271)
H (-4.530, -3.864, -1.139)
H (-5.328, -2.354, -1.613)
H (-5.613, -2.829, 0.706)
H (-4.926, -0.745, 1.626)
H (-5.562, -0.562, -0.024)
H (-2.866, 0.119, 0.904)
H (-3.491, 0.273, -0.745)

Entry from the OMol25 dataset: a structure of composition C45H48CsN5O2P2S2 (ωB97M-V/def2-TZVPD).

Computed properties:
Net charge   -2
LUMO   0.1276 Ha
F_max   0.3 eV/A
DFT total energy   -3667.1967 hartree
Gap between HOMO and LUMO   6.09 eV
Energy above the lowest of the compared OMol25 structures with the same formula, charge and spin   50.62 kJ/mol

CARTESIAN COORDINATES (ANGSTROEM)
Cs (-0.915, -0.666, -1.811)
O (-1.613, 0.916, -4.268)
C (-0.931, 1.359, -5.243)
C (-1.434, 2.408, -6.087)
C (-0.674, 3.001, -7.064)
C (0.649, 2.600, -7.294)
C (1.153, 1.566, -6.529)
C (0.391, 0.896, -5.567)
C (1.050, -0.225, -4.877)
N (0.631, -1.388, -4.569)
C (-0.700, -1.817, -4.956)
C (-0.925, -3.275, -4.575)
N (-1.208, -3.437, -3.157)
C (-2.056, -4.334, -2.849)
C (-2.513, -4.748, -1.531)
C (-3.318, -5.895, -1.499)
C (-3.812, -6.440, -0.333)
C (-3.491, -5.800, 0.874)
C (-2.722, -4.666, 0.892)
C (-2.198, -4.055, -0.302)
O (-1.529, -2.987, -0.232)
H (-2.446, 2.743, -5.886)
H (-1.100, 3.807, -7.654)
H (1.259, 3.088, -8.044)
H (2.177, 1.238, -6.684)
H (2.105, -0.048, -4.640)
H (-0.817, -1.712, -6.044)
H (-1.476, -1.175, -4.524)
H (-0.008, -3.826, -4.814)
H (-1.738, -3.693, -5.191)
H (-2.523, -4.918, -3.664)
H (-3.550, -6.371, -2.448)
H (-4.427, -7.331, -0.349)
H (-3.861, -6.207, 1.811)
H (-2.484, -4.166, 1.825)
C (-1.443, 0.265, 4.010)
C (-0.794, 1.208, 3.228)
C (-1.275, 1.492, 1.958)
C (-2.411, 0.838, 1.492)
C (-3.050, -0.132, 2.260)
C (-2.559, -0.408, 3.524)
N (-2.797, 1.175, 0.159)
N (-3.871, 0.691, -0.223)
C (-4.152, 1.041, -1.589)
C (-4.016, 2.350, -2.030)
C (-4.322, 2.610, -3.354)
C (-4.731, 1.564, -4.164)
C (-4.821, 0.296, -3.614)
N (-4.561, 0.028, -2.338)
H (-1.061, 0.031, 4.996)
H (0.101, 1.701, 3.587)
H (-0.762, 2.195, 1.312)
H (-3.893, -0.668, 1.848)
H (-3.034, -1.171, 4.127)
H (-3.658, 3.116, -1.358)
H (-4.211, 3.610, -3.752)
H (-4.942, 1.715, -5.214)
H (-5.112, -0.550, -4.227)
S (5.450, 4.176, 2.686)
P (3.583, 3.517, 2.769)
S (2.816, 2.366, 1.351)
C (3.352, 2.680, 4.404)
C (3.722, 3.343, 5.572)
C (3.525, 2.753, 6.810)
C (2.967, 1.483, 6.897)
C (2.614, 0.808, 5.738)
C (2.804, 1.407, 4.498)
C (2.446, 4.949, 3.032)
C (1.070, 4.759, 2.956)
C (0.197, 5.806, 3.199)
C (0.692, 7.067, 3.512)
C (2.062, 7.267, 3.578)
C (2.935, 6.212, 3.342)
H (4.180, 4.322, 5.495)
H (3.813, 3.282, 7.712)
H (2.816, 1.020, 7.865)
H (2.192, -0.189, 5.793)
H (2.540, 0.891, 3.582)
H (0.690, 3.783, 2.680)
H (-0.873, 5.645, 3.136)
H (0.009, 7.889, 3.695)
H (2.456, 8.250, 3.810)
H (4.009, 6.351, 3.381)
C (1.482, -1.954, 3.170)
C (1.162, -1.303, 1.829)
P (2.078, -1.889, 0.337)
C (3.826, -1.808, 0.919)
C (4.802, -2.277, -0.157)
C (1.705, -3.701, 0.400)
C (1.757, -4.368, -0.974)
H (0.847, -1.539, 3.957)
H (2.520, -1.786, 3.463)
H (1.306, -3.032, 3.140)
H (1.324, -0.221, 1.880)
H (0.104, -1.454, 1.585)
H (3.958, -2.397, 1.831)
H (4.014, -0.760, 1.171)
H (4.685, -3.345, -0.358)
H (5.837, -2.105, 0.146)
H (4.633, -1.745, -1.095)
H (0.680, -3.773, 0.775)
H (2.366, -4.205, 1.114)
H (1.038, -3.900, -1.649)
H (1.498, -5.428, -0.901)
H (2.747, -4.292, -1.430)